1.
{
  "formula": "C42H86N2O13P",
  "method": "ωB97M-V with the def2-TZVPD basis set",
  "symbols": ["P", "O", "O", "O", "O", "O", "O", "O", "O", "O", "O", "O", "O", "O", "N", "N", "C", "C", "C", "C", "C", "C", "C", "C", "C", "C", "C", "C", "C", "C", "C", "C", "C", "C", "C", "C", "C", "C", "C", "C", "C", "C", "C", "C", "C", "C", "C", "C", "C", "C", "C", "C", "C", "C", "C", "C", "C", "C", "H", "H", "H", "H", "H", "H", "H", "H", "H", "H", "H", "H", "H", "H", "H", "H", "H", "H", "H", "H", "H", "H", "H", "H", "H", "H", "H", "H", "H", "H", "H", "H", "H", "H", "H", "H", "H", "H", "H", "H", "H", "H", "H", "H", "H", "H", "H", "H", "H", "H", "H", "H", "H", "H", "H", "H", "H", "H", "H", "H", "H", "H", "H", "H", "H", "H", "H", "H", "H", "H", "H", "H", "H", "H", "H", "H", "H", "H", "H", "H", "H", "H", "H", "H", "H", "H"],
  "coordinates": [[1.66525, -0.93473, 3.58913], [0.88482, -2.28670, -0.02062], [-0.88762, -3.80194, 0.51589], [-9.70413, 0.52719, -4.04017], [2.08225, -2.75571, -8.86254], [-0.35815, 2.03035, -7.06972], [-4.16004, 0.32990, -3.66849], [2.24410, -3.03310, -11.08141], [0.98095, -1.11435, 5.22438], [0.19746, -1.61077, 2.85090], [-5.07599, -0.77321, -5.39207], [0.42518, 0.11139, 0.36126], [-10.62008, -0.57592, -5.76374], [0.32361, 2.69681, -5.04055], [-1.07041, -0.53112, 6.25361], [0.74413, 0.56830, 3.55727], [4.79118, 5.90453, 3.74349], [-5.17040, -0.09563, -4.22774], [-0.43051, -1.52327, 5.30964], [4.43513, 5.57735, 2.18292], [-1.57859, 1.15251, -5.23107], [-6.53190, 0.20732, -3.67206], [3.10385, -0.10778, 4.53484], [-0.38952, -1.67372, 8.56118], [2.36723, -0.74756, 1.76894], [-11.71099, -1.26554, -6.40023], [-1.72910, -1.85825, -0.89699], [2.21310, -2.76715, 3.62134], [5.96606, -2.05566, 3.15755], [8.75642, -1.14386, 4.45569], [-12.07598, 0.40461, -4.04373], [-1.55802, -3.23890, 3.78966], [3.99807, 1.02615, 3.81521], [0.65423, 1.69980, -2.84443], [3.11060, 4.64834, 1.93354], [3.85411, 5.89801, 6.21254], [3.54183, 6.43559, 4.65898], [3.64122, -3.25037, 4.08460], [2.32177, -2.01951, -7.64952], [0.12505, 2.88540, -3.62782], [4.86020, -3.24894, 2.93586], [-12.53276, -0.31271, -7.24651], [3.31623, 2.53717, 3.71970], [2.60213, -0.82306, -10.28877], [8.72757, -2.27674, 3.27407], [1.14848, -1.11529, -7.32523], [-6.16691, -1.46283, -6.02856], [1.04594, -0.89974, 8.42808], [-0.97577, -1.68248, 3.77163], [2.32329, -2.28697, -10.10587], [-6.98868, -0.51001, -6.87484], [-0.53368, -2.64081, -0.10308], [7.38146, -2.31531, 2.35286], [-10.71448, 0.10166, -4.59941], [1.13958, -1.01196, 0.65420], [3.38658, 3.01351, 2.15358], [-0.51263, 2.01056, -5.84891], [-1.55530, -1.19422, 7.52085], [-2.46722, -3.28883, 3.02451], [6.07961, -1.89091, 4.31032], [-0.76886, -4.03240, 3.42812], [-2.54088, -2.53534, -1.39366], [-1.91079, 1.49639, -4.25379], [7.79488, -0.48753, 4.54946], [0.69442, 3.77966, -3.35191], [2.02391, -3.16465, 2.50891], [0.12629, 0.77806, -3.10080], [-12.83955, -0.31605, -4.32884], [4.46558, 2.81614, 1.73572], [-6.47659, 0.17634, -2.57936], [-7.44434, 0.27748, -6.26963], [2.55082, 2.49720, 1.47471], [5.59307, 6.78851, 3.72741], [4.95585, 1.18132, 4.51547], [7.29791, -3.38850, 1.84852], [0.58489, 1.01054, 4.48593], [-11.26076, -2.02395, -7.04992], [-1.33375, -1.06988, -1.69739], [-7.29547, -0.51335, -3.95716], [2.43152, -2.76316, -6.85269], [1.31153, -0.59701, -6.37571], [4.43195, 6.74493, 6.77808], [3.05330, -0.34771, -9.42034], [3.27147, -1.47862, -7.69889], [-0.92284, 3.10634, -3.40410], [4.43442, 0.79976, 2.76068], [1.03690, 0.05337, 7.73515], [-2.30495, -1.19727, -0.08668], [1.67121, -0.30938, -10.54548], [1.71126, 1.53117, -3.07380], [-0.17682, -2.83372, 8.55480], [3.46327, 7.61534, 4.60510], [-0.79403, -1.43635, 9.65857], [-5.71668, -2.22124, -6.67825], [-12.31492, -1.80774, -5.66659], [0.54917, 1.86995, -1.76888], [9.66631, -0.38598, 4.34361], [2.14005, 4.99883, 2.48349], [5.49786, -1.08506, 2.64616], [-6.77083, -2.00503, -5.29492], [-1.97305, -3.55137, 4.84226], [4.41898, -3.29801, 1.82677], [4.00500, 3.29646, 4.33091], [3.80355, -0.77322, 5.17080], [0.22454, -1.69822, -7.25538], [2.49426, 5.98560, 4.38918], [4.46203, 4.88204, 6.19008], [-1.86264, -0.94611, 3.52328], [2.86526, 4.74006, 0.76791], [-11.89815, 0.18618, -7.98593], [-12.02067, 0.37363, -2.95103], [3.17887, -1.54423, 1.51662], [5.37633, 4.97985, 4.20827], [1.02297, 1.24398, 2.81662], [-6.83549, 1.20852, -3.99111], [-7.78497, -1.04740, -7.39822], [2.50732, 0.51276, 5.37570], [0.98877, -0.36569, -8.10411], [2.80933, 5.63735, 6.70649], [-1.81391, 0.02077, 5.77446], [-2.46125, 1.17433, -5.87794], [-1.21212, 0.12490, -5.15294], [4.05301, -2.89476, 5.14858], [-0.34422, -2.55976, 5.88906], [-2.18281, -2.17204, 7.24652], [-2.25229, -0.44794, 8.09853], [1.52769, -0.62667, 9.46435], [8.94123, -3.37294, 3.64464], [2.72242, 0.33156, 1.51779], [5.47682, -4.26774, 3.03648], [5.36218, 4.96204, 1.74971], [-13.32905, -0.85010, -7.76989], [8.89565, -1.71537, 5.47441], [3.51911, -4.43063, 4.28146], [4.37415, 6.54682, 1.48929], [2.26008, 2.61043, 4.22010], [1.39217, -3.35275, 4.26421], [-12.98842, 0.47478, -6.64130], [-12.37957, 1.40582, -4.36278], [-6.35406, -0.01112, -7.61426], [1.79187, -1.66634, 7.90186], [3.31892, -0.70496, -11.10747], [7.44459, -1.55366, 1.44120], [9.63004, -2.00922, 2.53944]],
  "forces_ev_per_a": [[-1.056, -0.381, 1.394], [-2.406, 1.878, 1.365], [2.576, 7.523, -4.212], [-1.722, -1.041, -1.436], [0.230, -0.517, -0.398], [0.155, 0.288, 2.037], [-1.577, -1.028, -1.404], [0.084, 1.056, 2.059], [-1.932, -1.061, -0.427], [-3.107, -1.008, 1.782], [0.584, -0.201, 0.119], [3.777, -7.222, 0.993], [0.558, -0.175, 0.197], [0.027, 0.365, -0.753], [-0.818, -1.375, -0.198], [0.149, 2.340, -0.477], [0.604, 0.957, -0.708], [1.165, 0.920, 1.000], [2.833, 0.461, 0.484], [0.351, -0.504, -0.492], [-0.531, 0.368, 0.101], [-0.235, -0.477, 0.403], [0.822, 1.967, 1.570], [0.384, 0.551, 1.272], [-0.467, -0.685, -3.024], [-0.200, 0.139, -0.107], [0.328, 1.866, 0.275], [-0.544, -1.921, -0.512], [-0.948, 0.447, -1.279], [0.433, -0.168, 0.724], [-0.344, -0.363, 0.477], [-1.046, 0.068, -1.250], [1.002, 1.091, 0.969], [-0.006, -0.098, 0.017], [0.238, -0.626, -1.356], [-0.794, 0.170, -0.559], [0.512, -0.933, 0.918], [1.162, -2.621, 0.155], [-0.206, 0.241, 0.185], [0.042, -0.309, 0.315], [0.671, -0.581, 0.394], [-0.055, 0.218, -0.018], [1.105, 0.306, -0.224], [0.626, 0.315, -0.034], [0.642, 0.385, -1.286], [-0.128, 0.111, -0.169], [-0.183, 0.157, -0.090], [1.018, -0.608, -0.730], [0.756, -1.849, 0.686], [-0.316, -0.943, -1.369], [-0.052, 0.272, -0.001], [-2.392, -6.305, 3.056], [-0.560, -0.428, -0.362], [1.354, 0.887, 0.858], [-2.480, 6.712, -0.267], [-0.943, 1.372, 0.147], [0.147, -0.309, -1.373], [-0.793, -0.634, 0.138], [1.889, -0.115, 1.525], [-0.049, -0.260, -2.256], [-1.408, 1.819, 0.773], [2.011, 0.779, 1.147], [0.132, -0.212, 0.027], [1.692, -1.406, -0.381], [-0.054, -0.121, -0.357], [0.549, 0.619, 2.384], [-0.065, 0.113, 0.115], [-0.033, 0.118, -0.183], [-2.127, 0.144, 0.720], [0.137, 0.246, -0.238], [-0.079, -0.180, 0.016], [1.987, 0.753, 1.568], [-1.596, -1.879, 0.068], [-1.878, -0.396, -1.535], [0.301, 2.173, 1.050], [0.590, -0.464, -1.219], [0.177, 0.217, 0.259], [-0.645, -1.868, 1.845], [-0.048, 0.235, -0.181], [-0.005, -0.076, -0.385], [-0.002, -0.045, -0.115], [-1.115, -1.876, -0.779], [-0.233, 0.042, 0.077], [-0.123, 0.001, -0.123], [0.058, -0.150, -0.106], [-0.920, 0.067, 1.851], [-0.273, -2.025, 1.446], [1.465, -1.481, -1.609], [0.137, -0.072, 0.062], [-0.102, 0.143, 0.062], [-0.616, 2.346, -0.276], [0.177, -2.498, 0.192], [0.674, -0.606, -2.328], [0.197, 0.213, 0.255], [0.058, 0.163, 0.005], [0.017, -0.117, -0.107], [-1.894, -1.764, 0.134], [1.960, -0.612, -0.830], [0.979, -1.902, 1.579], [0.038, 0.189, 0.010], [0.803, 0.739, -1.954], [0.890, 0.395, 2.445], [-1.426, -1.627, -1.300], [-1.085, 0.749, -1.330], [0.177, -0.001, 0.071], [2.202, 0.820, 0.121], [-1.167, 2.296, 0.013], [2.000, -1.173, 0.341], [0.483, -0.057, 2.448], [-0.054, -0.179, 0.070], [0.133, 0.241, -0.246], [-1.189, 1.601, 0.697], [-1.625, 1.922, -0.870], [-0.479, -0.595, 0.943], [-0.012, -0.191, 0.043], [0.082, 0.043, 0.072], [1.406, -1.473, -1.828], [0.072, 0.032, 0.179], [2.310, 0.798, -0.680], [0.690, -0.826, 0.681], [0.309, -0.194, 0.020], [-0.085, 0.134, 0.013], [-0.969, -0.276, -2.486], [-0.738, 1.886, -1.345], [1.038, 1.972, 0.744], [1.290, -1.372, -1.225], [-1.151, -0.543, -1.881], [-0.472, 2.331, -0.339], [-0.647, -2.068, 0.278], [-1.354, 2.038, -0.058], [-1.959, 1.296, 0.857], [0.108, 0.040, 0.055], [-0.286, 1.333, -1.850], [0.168, 2.426, -0.394], [-0.009, -1.898, 1.793], [1.939, -0.304, -1.304], [1.885, 1.329, -1.282], [-0.035, -0.137, -0.009], [0.057, -0.141, 0.051], [-0.019, -0.194, 0.053], [-1.513, 1.850, 1.039], [-0.346, -0.104, -0.004], [0.007, -1.492, 2.089], [-1.886, -0.742, 1.532]],
  "max_force_ha_per_bohr": 0.17499,
  "homo_energy_ev": -4.59,
  "gap_ev": 5.907,
  "multiplicity": 1,
  "total_charge": -1
}


2.
{
  "formula": "C8H18N2OSi",
  "method": "ωB97M-V with the def2-TZVPD basis set",
  "symbols": ["Si", "O", "N", "N", "C", "C", "C", "C", "C", "C", "C", "C", "H", "H", "H", "H", "H", "H", "H", "H", "H", "H", "H", "H", "H", "H", "H", "H", "H", "H"],
  "coordinates": [[1.65843, -0.73049, -0.11204], [-2.35256, -2.05581, -0.02059], [0.48725, 0.51426, -0.56607], [-0.75457, 0.01271, -0.39519], [-2.46305, 1.54308, 0.71207], [3.43003, -0.10358, -0.31406], [-2.82843, -0.96609, 0.09335], [-1.89728, 0.32688, 0.06769], [-4.25760, -0.63999, 0.02938], [1.47881, -2.29260, -1.22294], [1.58025, -1.20376, 1.83938], [0.66717, 1.95191, -0.61606], [-4.38313, 0.00397, 0.85737], [-2.87300, 1.15020, 1.59983], [-4.69430, -0.14813, -0.81250], [-1.90307, 2.43915, 0.86653], [1.12834, -2.13184, 2.04726], [0.51444, -2.20888, -1.71118], [-4.84731, -1.61347, 0.26449], [-0.03035, 2.41036, -1.25141], [3.59178, -0.01983, -1.34299], [2.53842, -1.16455, 2.34318], [0.99404, -0.37247, 2.31601], [1.50697, -3.21345, -0.74864], [4.17183, -0.64268, 0.24077], [3.55384, 0.93909, -0.05933], [-3.37054, 1.83893, 0.20159], [2.26446, -2.24313, -2.07101], [0.50885, 2.45017, 0.29024], [1.57123, 2.18032, -1.11869]],
  "forces_ev_per_a": [[0.967, -1.769, 1.524], [-0.101, -0.568, 0.535], [-0.773, 0.768, 0.070], [0.046, -1.658, 0.401], [-0.832, -0.006, -1.054], [-1.482, 1.143, 0.643], [1.625, 1.770, -2.173], [1.315, -0.919, -0.339], [-1.922, -3.079, 1.643], [0.792, 2.948, -1.929], [-0.429, 2.572, -1.392], [0.046, -0.975, -0.447], [-0.804, 0.784, 0.991], [-0.155, 0.067, 1.737], [0.333, 0.234, -0.870], [0.832, 0.172, 0.112], [-0.756, -1.085, 0.191], [-0.303, -0.052, -0.119], [0.827, 1.672, -0.574], [-1.517, 0.198, -1.200], [0.810, -0.599, -1.869], [0.432, -0.063, -0.253], [0.192, -0.806, -0.243], [0.274, -1.687, 1.085], [0.295, -0.594, -0.037], [-0.152, 0.485, 0.735], [-0.206, 0.293, -0.507], [-1.093, -0.160, 1.409], [0.413, 0.694, 1.780], [1.325, 0.222, 0.149]],
  "max_force_ha_per_bohr": 0.07748,
  "homo_energy_ev": -8.25,
  "gap_ev": 8.980,
  "multiplicity": 1,
  "smiles": "CC(=O)/C(C)=N/N(C)[Si](C)(C)C",
  "total_charge": 0
}


| no. | E_LUMO (eV) |
| --- | --- |
| 1 | 1.314 |
| 2 | 0.730 |